(1)
Here is a gas-phase ion, C5H13N2 (charge +1) at a distorted geometry from the OMol25 dataset. Energies are from the ωB97M-V functional and the def2-TZVPD basis.

Geometry as ORCA input:
```
! RIJCOSX wB97M-V def2-TZVPD def2/J DEFGRID3
* xyz 1 1
C -3.085 -0.637 0.245
C -1.663 -0.066 -0.472
C -0.465 0.176 0.617
C 0.883 -0.087 0.127
N 1.880 -0.183 1.219
C 1.364 0.434 -1.081
N 2.580 0.772 -1.513
H -2.790 -1.381 1.086
H -3.859 0.054 0.497
H -3.426 -1.251 -0.643
H -1.858 0.772 -1.022
H -1.196 -0.881 -0.971
H -0.533 1.102 1.147
H -0.749 -0.449 1.456
H 1.317 -0.438 2.135
H 2.458 0.627 1.304
H 2.672 -0.823 1.088
H 0.515 0.772 -1.717
H 2.601 1.178 -2.399
H 3.355 0.309 -1.104
*
```

Calculated values
frontier orbital gap = 8.9 eV
LUMO = -3.71 eV
relative energy (zero: lowest compared OMol25 entry of this formula, charge and spin) = 337.0 kJ/mol
DFT total energy = -8367.3181 eV

(2)
Here is 2 unconnected molecules or ions with the total composition C8H11OPS from the OMol25 dataset. Energies are from the ωB97M-V functional and the def2-TZVPD basis.

Geometry as ORCA input:
```
! RIJCOSX wB97M-V def2-TZVPD def2/J DEFGRID3
* xyz 0 1
C -4.125 -0.787 -0.522
C -3.401 -1.551 0.385
C -3.593 0.393 -1.018
C -2.151 -1.136 0.792
C -2.340 0.813 -0.623
C -1.601 0.051 0.288
C 1.454 2.533 0.004
C 3.930 -1.687 0.303
O 0.204 1.879 0.047
P 0.022 0.504 0.883
S 3.065 -0.587 -0.828
H -5.102 -1.120 -0.838
H -3.819 -2.469 0.770
H -4.161 0.987 -1.719
H -1.582 -1.721 1.499
H -1.916 1.726 -1.010
H 1.935 2.556 0.984
H 1.270 3.548 -0.341
H 2.112 2.006 -0.693
H 3.276 -1.924 1.137
H 4.829 -1.190 0.660
H 4.199 -2.596 -0.230
*
```

Calculated values
frontier orbital gap (spin up / spin down) = 8.2 / 5.3 eV
LUMO (spin up / spin down) = -0.62 / -1.68 eV
relative energy (zero: lowest compared OMol25 entry of this formula, charge and spin) = 68.6 kJ/mol
DFT total energy = -30643.7725 eV